# 1
Here is a cluster of 7 separate species, C51H37F6NO3 in total from OMol25. Energies are from the ωB97M-V functional and the def2-TZVPD basis.

Results
Relative energy (zero: lowest compared OMol25 entry of this formula, charge and spin) (kJ/mol): 16.7
Total charge: 0
Spin multiplicity: 1
SMILES string: N#COc1cccc2c1C(=O)c1ccccc1C2=O.Fc1ccccc1.Fc1ccccc1.Fc1ccccc1.Fc1ccccc1.Fc1ccccc1.Fc1ccccc1
HOMO (Eh): -0.3365
Electronic energy (eV): -77423.2311

Geometry (Å):
H (-0.60643, -1.49848, -2.71559)
C (-1.07474, 1.17166, 4.95782)
H (1.65094, -1.53446, -7.62218)
F (10.14169, -3.04308, -3.70687)
H (-4.66747, -1.22272, 3.28227)
C (-0.91681, 0.58610, 2.65158)
C (0.84352, -2.07540, 0.29589)
H (5.30598, -2.80778, 2.09746)
C (1.15468, 1.79284, -8.08800)
C (-8.81467, -0.97730, 5.15183)
C (-1.62634, 1.16383, 3.68377)
C (3.19058, -1.44048, 1.06504)
C (-1.57521, 5.86867, 2.24602)
H (-8.17283, -0.10684, 5.12383)
H (-7.81033, 2.38151, 2.02180)
C (-1.93028, 7.05329, 2.87534)
F (0.27985, -1.22479, -5.45483)
C (0.41125, 2.06094, -6.94706)
C (-2.78802, 6.99962, 3.95502)
C (-9.55694, -1.26212, 6.29019)
C (0.15223, -1.46938, -1.94796)
H (-6.05490, -1.44012, 1.22700)
H (8.46702, -0.47589, -6.98241)
H (-0.89857, 5.89246, 1.40252)
H (-11.10974, -4.08395, 5.21205)
H (9.34209, -2.00439, -8.71996)
C (0.87382, 0.04611, 4.11706)
F (-9.79841, -3.71744, 3.01663)
C (1.60095, 0.50213, -8.33810)
H (2.17904, 0.29127, -9.22751)
C (9.22794, -1.63799, -5.35554)
C (1.34914, -0.87201, -2.19001)
O (6.20939, -0.87559, -2.73031)
H (10.99049, -4.51502, -5.65375)
H (0.06615, 3.06638, -6.74812)
F (-4.74151, 0.79711, 4.88602)
H (1.85512, -0.37957, 4.26861)
C (0.56589, -0.23139, -6.32448)
H (-6.43272, 2.57786, 4.08434)
H (8.85592, -0.98066, -4.58116)
C (-0.09674, -2.08440, -0.72902)
C (-2.08133, 4.65751, 2.69656)
C (10.21765, -3.35629, -7.30403)
C (-2.94669, 4.62878, 3.78240)
N (7.99995, 0.76058, -2.85744)
H (-1.80116, 3.73630, 2.20271)
H (0.88031, -0.42676, 2.03877)
F (-1.45964, 0.57310, 1.41285)
C (2.30738, -0.91118, -1.18581)
C (0.32754, 0.01973, 2.84525)
H (-0.47245, 1.22879, -5.16144)
C (-10.46978, -3.21168, 5.21262)
C (-5.36356, -0.44674, 2.99252)
C (0.10904, 1.04243, -6.05488)
H (0.64773, -2.55439, 1.24064)
H (-8.31752, -1.60396, 3.14958)
H (-3.34516, 3.68615, 4.13409)
C (5.97514, -1.37156, -1.42072)
H (7.88594, -2.32266, -1.30002)
C (3.65814, -0.35126, -1.44192)
H (-1.62540, 1.61579, 5.77653)
C (4.52845, -1.68766, 0.44964)
C (6.71517, -2.65131, 0.46513)
C (-5.49330, 0.68432, 3.77287)
C (-9.71985, -2.90958, 4.09368)
C (1.30877, -0.52267, -7.45013)
C (4.75241, -1.14088, -0.81468)
C (9.01591, -1.36362, -6.69854)
C (9.50887, -2.22084, -7.67319)
F (-3.13406, 8.14652, 4.57296)
H (-7.61944, 0.36878, 0.60122)
H (10.60057, -4.02647, -8.06182)
H (0.61233, 0.62582, 6.16776)
C (2.06098, -1.48379, 0.06731)
C (10.43768, -3.63808, -5.96339)
H (1.38752, 2.58917, -8.78197)
H (-1.55009, 8.00823, 2.53791)
O (3.86076, 0.63802, -2.09102)
C (-7.01773, 0.45843, 1.49576)
O (3.07837, -1.18457, 2.23813)
C (9.93626, -2.77145, -5.01343)
H (7.47375, -3.24284, 0.95298)
C (-6.36129, 1.70707, 3.44562)
H (-1.04060, -2.57987, -0.56457)
H (-9.49234, -0.61411, 7.15410)
C (-7.12751, 1.58851, 2.29483)
H (-2.59832, 1.59770, 3.48960)
H (-10.95905, -2.60382, 7.20531)
C (5.50272, -2.42328, 1.11167)
C (-10.38186, -2.37853, 6.31865)
H (-3.97030, 5.80797, 5.27396)
C (0.17736, 0.61328, 5.17734)
C (-8.89166, -1.80690, 4.04276)
C (6.94744, -2.13268, -0.80294)
C (-6.13733, -0.55682, 1.84616)
H (1.58184, -0.40161, -3.13097)
C (7.14332, 0.01720, -2.75854)
C (-3.30286, 5.80717, 4.42232)

Results of the Mulliken charge analysis, in e, for atoms 1 through 8:
1. H 0.47
2. C -0.59
3. H 0.42
4. F -0.29
5. H 0.48
6. C -0.11
7. C -0.52
8. H 0.50

# 2
Here is a structure of composition C51H37N10O3PbS from OMol25. Energies are from the ωB97M-V functional and the def2-TZVPD basis.

Results
Relative energy (zero: lowest compared OMol25 entry of this formula, charge and spin) (kJ/mol): 0.0
Total charge: -1
Spin multiplicity: 1
HOMO (Eh): -0.1750
Electronic energy (eV): -90615.6510

Geometry (Å):
C (3.87888, 1.73841, -3.61206)
C (3.48566, -1.23331, 4.33466)
H (-5.32978, 2.29591, -5.53765)
N (-1.49853, 3.64891, 0.52334)
C (-5.43555, -0.18044, 5.14662)
H (-6.03264, -1.03600, 5.43986)
C (5.24411, -0.39833, 5.75103)
C (-0.85487, 0.83221, -3.92854)
N (-1.60349, 5.98741, 0.27011)
H (6.06203, 0.48707, -5.88339)
N (1.88811, 0.30779, 0.31562)
H (-5.79206, -1.84423, -4.55013)
S (3.20514, -5.07315, -3.65273)
H (1.17458, 0.99571, -4.74486)
C (-4.88138, 2.14614, 5.35690)
C (-4.41479, 0.91022, 0.97416)
C (4.06226, 0.55609, -0.34999)
C (2.23541, 0.22495, 2.75079)
C (3.70772, -0.65746, -3.72872)
H (-0.84122, -4.49484, 1.37469)
C (-3.07440, 0.53668, -0.80039)
H (4.62250, -2.45574, 5.68254)
H (3.90733, 2.09097, 3.87479)
C (-0.85887, 0.64364, 4.54855)
H (-1.50565, 0.96989, -4.78063)
N (-0.20530, 0.25316, 2.39255)
N (-0.53040, 2.78269, 0.73850)
H (0.82230, -3.47455, -3.66805)
C (4.46416, -1.45516, 5.29517)
C (-0.06676, -3.66349, -1.70946)
C (0.06540, -4.20143, -0.42682)
C (-4.42280, 0.86932, -0.38216)
C (2.68153, 0.45973, -0.77886)
H (-3.31031, 2.85792, 4.07350)
H (1.31183, -5.34485, 0.88863)
H (-5.24418, 1.08801, -1.05260)
H (-1.51132, 0.83478, 5.39078)
C (2.68148, 0.31547, 1.41977)
H (-1.84193, -3.85531, 0.21002)
C (0.90842, 0.60716, -2.54115)
C (2.18215, -5.16170, -1.07531)
C (-5.04986, 1.43501, -4.94276)
H (2.88182, -2.05693, 3.96720)
N (-0.89332, 4.80677, 0.41252)
H (3.07169, -5.73937, -0.84942)
C (4.86775, 1.71502, -4.58744)
H (6.01063, -0.57042, 6.49700)
N (0.41033, 4.78650, 0.53767)
H (5.64295, 1.70334, 5.59196)
H (4.90925, 0.68531, -1.01161)
C (-2.62253, 0.58919, 2.73480)
C (4.69081, -0.68159, -4.71008)
H (-5.05086, 3.11434, 5.81215)
H (-4.29611, -1.28067, 3.69132)
C (-5.31567, -0.88477, -4.38681)
C (-3.90096, 2.00082, 4.38328)
H (-1.07834, 6.61252, -0.31661)
C (-4.33549, -0.75796, -3.41148)
C (-5.67595, 0.21503, -5.15654)
H (1.16260, 0.59518, 5.40020)
C (0.91584, -3.88502, -2.66659)
H (-5.23823, 1.15065, 1.63388)
C (3.30022, 0.55015, -3.17201)
H (-4.04551, -1.61408, -2.81209)
C (5.27899, 0.50371, -5.13546)
O (3.43021, -3.82535, -4.37555)
Pb (-0.21725, -0.76082, 0.26194)
H (4.97381, -1.64202, -5.12910)
H (-6.44400, 0.12011, -5.91464)
C (0.61420, 3.48546, 0.74083)
C (-5.64709, 1.05473, 5.74726)
C (-3.67183, 0.76553, 3.78630)
N (-2.30332, 0.34566, 0.29969)
H (-0.94893, -3.07588, -1.95620)
N (-0.89942, -3.90841, 0.56046)
C (5.03730, 0.87606, 5.23945)
H (4.91777, 0.51982, 1.66425)
C (0.49082, 0.51498, 4.55507)
C (-3.06600, 0.58566, 1.39922)
C (2.24445, 0.54035, -2.11103)
C (1.19959, -4.94343, -0.11497)
N (-0.20021, 0.45824, -1.76702)
C (4.06410, 0.46562, 1.00266)
O (2.48426, -6.07379, -4.42185)
H (-2.50755, 5.76102, -0.11380)
H (3.55139, 2.68141, -3.18784)
C (-1.29187, 0.59705, -2.56403)
H (-3.57607, 2.51276, -3.81191)
C (0.49972, 0.84245, -3.91261)
C (3.27568, 0.04322, 3.81168)
C (2.04331, -4.63720, -2.35262)
O (4.37567, -5.57481, -2.95272)
H (3.26829, -1.60021, -3.41708)
C (0.89775, 0.29284, 3.18216)
H (1.59295, 3.04990, 0.89991)
H (5.31827, 2.64297, -4.92191)
C (-1.29178, 0.48728, 3.17322)
C (-2.63124, 0.53581, -2.14084)
C (-4.45813, -0.32002, 4.16965)
H (-6.40472, 1.16711, 6.51266)
C (-4.06283, 1.55610, -3.97212)
C (4.06095, 1.09349, 4.27479)
C (-3.69307, 0.46337, -3.19551)

Results of the Mulliken charge analysis, in e, for atoms 1 through 8:
1. C 0.01
2. C 0.22
3. H 0.38
4. N -0.89
5. C -0.85
6. H 0.37
7. C -0.33
8. C -1.23

# 3
Here is a cluster of 3 separate species, C51H38F16N4O7S in total from OMol25. Energies are from the ωB97M-V functional and the def2-TZVPD basis.

Results
Relative energy (zero: lowest compared OMol25 entry of this formula, charge and spin) (kJ/mol): 0.0
Total charge: 0
Spin multiplicity: 1
SMILES string: N#COc1c(C(F)(F)F)c(C[C@@H](O)CN)c(CCCCO)c2nc(CCC(F)(F)C(F)(F)C(F)(F)C(F)(F)S(F)(F)(F)(F)F)cnc12.O=C1c2ccccc2C(=O)c2ccccc21.O=C1c2ccccc2C(=O)c2ccccc21
HOMO (Eh): -0.3283
Electronic energy (eV): -128097.9371

Geometry (Å):
H (-2.78795, -5.53808, 1.79808)
H (7.46292, 5.02964, 3.19129)
C (-0.12568, -1.55427, 0.86368)
F (-8.64341, -4.73535, -1.35938)
C (2.97428, 6.59802, 8.25602)
H (1.93890, -5.21091, -3.50757)
C (4.78623, 2.37364, 4.07615)
N (2.83589, -0.17342, 3.48088)
N (-0.95970, -1.67235, 2.03450)
H (5.34551, -6.21817, -1.28334)
O (3.00990, 2.98880, 6.14312)
C (-1.84977, -2.78066, 1.98708)
C (3.98781, 7.51866, 7.99814)
C (4.89640, 6.04812, 6.31413)
H (-2.57075, -2.93008, 2.86856)
H (-4.28206, -3.12927, 0.51361)
F (4.12990, 0.89869, 0.00145)
O (6.77403, 6.59820, 5.01643)
F (2.82886, 1.86682, -1.74731)
C (3.38070, -6.29893, -1.26620)
C (-3.46318, 2.44139, -4.74179)
F (-4.34642, -4.59538, -1.92469)
C (2.93099, 5.39592, 7.55776)
S (-9.21454, -2.32125, -2.34524)
N (5.78793, -2.89370, -3.33694)
C (-2.53647, 4.07615, -0.87025)
C (-1.05888, 2.61001, 0.98450)
C (-8.04051, -3.77303, -2.23875)
H (4.02631, 8.45272, 8.54993)
C (-2.33425, 2.22945, -2.53720)
C (6.71180, 4.28770, 3.44476)
O (0.82291, 0.57924, 1.99193)
C (-2.24670, 4.62197, 0.38171)
F (-9.48497, -2.64762, -3.99313)
H (3.46824, -6.74828, -0.19966)
H (0.87719, -2.86450, -3.72652)
F (-6.16282, -5.97539, -2.04176)
H (-2.90655, -5.60025, -0.11164)
H (4.04004, 1.62390, 4.31729)
F (-6.28208, -2.47388, -0.90511)
H (-0.49301, 2.03301, 1.71157)
C (4.33091, -0.91605, -2.43191)
C (-6.51248, -3.44868, -1.90910)
F (-5.83486, -3.05163, -3.12163)
H (-5.44701, 4.90862, -5.96879)
F (2.39828, 2.31246, 0.43472)
H (4.54661, -1.69992, -4.62315)
C (0.80561, -2.34748, -1.51261)
H (3.03005, -3.88139, -2.84199)
C (5.16623, -1.56281, -3.66853)
H (-0.97426, 1.07582, -0.51577)
C (2.14124, -5.25282, -1.27591)
C (5.68888, 2.13960, 3.04460)
H (-0.24093, -3.97868, -2.78906)
C (1.82114, -0.02120, -0.38238)
H (5.58213, -3.52054, -4.14121)
C (3.85192, 3.82601, 5.86414)
C (-3.17232, 2.98965, -3.49112)
H (-1.28825, 4.31360, 2.28023)
H (2.64352, -1.77854, -3.60759)
C (-2.99546, -4.94624, 0.84003)
H (2.14176, 4.68027, 7.76685)
F (-6.82379, -4.65825, 0.86769)
H (2.50592, 0.03318, -3.35033)
F (-9.10338, -1.96007, -0.72159)
H (3.23910, -7.10796, -2.06730)
O (4.64055, -5.58294, -1.53703)
H (7.34492, 2.91983, 1.91212)
C (1.78159, -1.10824, -1.55273)
H (-4.69569, -4.10545, 2.02181)
C (-3.68282, 4.24001, -3.14292)
C (5.89705, 5.78488, 5.25487)
C (-5.62047, -4.96483, 0.16483)
F (-5.38386, -6.38300, 0.39407)
C (5.81106, 4.52425, 4.48473)
H (5.36037, -1.10695, -0.79352)
F (-10.34080, -1.08884, -2.47970)
C (-1.33142, 2.07076, -0.26885)
C (1.78825, 0.08430, 2.93116)
H (-2.59887, 5.61584, 0.64010)
H (-4.50559, 2.70356, -6.60252)
H (5.64303, 1.20942, 2.48661)
H (6.81721, -2.75459, -3.37663)
H (5.73133, 7.96994, 6.82886)
C (-4.50422, 4.92891, -4.03720)
C (-4.27733, 3.13328, -5.63210)
H (2.30330, -4.48886, -0.43582)
H (1.15806, -5.82234, -1.14116)
C (4.94732, 7.24621, 7.02903)
C (-5.69288, -4.78361, -1.42476)
C (3.89601, 5.11580, 6.58935)
C (6.64674, 3.09932, 2.72386)
H (-4.91548, 5.89719, -3.76855)
H (-3.05984, 1.47321, -5.02233)
O (-3.76738, 5.95784, -1.54520)
C (-1.50877, 3.88933, 1.30566)
F (-8.04318, -1.23124, -2.80330)
C (2.75031, -0.96745, -2.81377)
O (-1.87618, 1.14111, -2.84559)
C (0.85667, -0.30531, 0.82801)
H (6.02670, -0.83586, -3.94378)
C (2.04033, -4.43698, -2.65890)
F (-10.50579, -3.36903, -1.99063)
C (4.83949, 3.57129, 4.79213)
C (-2.06546, 2.80528, -1.20089)
C (-0.19140, -2.58940, -0.28956)
C (-4.80387, 4.37344, -5.27712)
N (-1.06400, -3.73548, -0.39572)
C (-4.42435, -4.19742, 0.89742)
C (-1.88445, -3.75708, 0.77193)
O (4.66164, -1.65773, -1.23348)
C (2.79948, 1.24260, -0.44686)
C (0.75947, -3.43344, -2.72101)
F (-8.04654, -4.41489, -3.52992)
H (2.21842, 6.81692, 9.00373)
C (-3.35816, 4.84547, -1.83168)
H (4.70192, 0.17678, -2.34143)

Results of the Mulliken charge analysis, in e, for atoms 1 through 8:
1. H 0.37
2. H 0.46
3. C 0.37
4. F -0.23
5. C -0.47
6. H 0.48
7. C -0.84
8. N -0.62